Entry 1:
Density functional theory data (ωB97M-V/def2-TZVPD) for a molecular structure, C27H29CuN3SbSe.

Atoms and positions in Å:
Cu (-0.0130, -1.0805, -0.2980)
C (2.5946, -1.0207, -2.4353)
C (2.6033, -2.2930, -1.6490)
C (3.6383, -3.2123, -1.8199)
C (3.6380, -4.3985, -1.1178)
C (2.5853, -4.6483, -0.2517)
C (1.5865, -3.6907, -0.1152)
N (1.5898, -2.5276, -0.7899)
Sb (-0.0141, -4.1905, 1.2281)
C (0.0023, -2.3790, 2.3796)
C (-0.0172, -2.5557, 3.7599)
C (-0.0049, -1.4396, 4.5793)
C (0.0289, -0.1971, 3.9856)
C (0.0483, -0.0751, 2.5968)
C (0.0794, 1.2849, 1.9809)
N (0.0336, -1.1659, 1.7924)
C (-1.6209, -3.6701, -0.1010)
C (-2.6302, -4.6186, -0.2210)
C (-3.6907, -4.3638, -1.0755)
C (-3.6873, -3.1815, -1.7833)
C (-2.6421, -2.2701, -1.6302)
C (-2.6397, -1.0023, -2.4222)
N (-1.6190, -2.5087, -0.7819)
H (3.4539, -0.9734, -3.1035)
H (2.5965, -0.1533, -1.7750)
H (1.6791, -0.9319, -3.0210)
H (4.4352, -2.9809, -2.5153)
H (4.4368, -5.1190, -1.2468)
H (2.5325, -5.5704, 0.3126)
H (-0.0407, -3.5551, 4.1773)
H (-0.0224, -1.5402, 5.6580)
H (0.0373, 0.7013, 4.5874)
H (0.0543, 2.0590, 2.7471)
H (-0.7610, 1.4163, 1.3007)
H (0.9720, 1.4102, 1.3689)
H (-2.5796, -5.5382, 0.3479)
H (-4.4980, -5.0772, -1.1909)
H (-4.4901, -2.9454, -2.4703)
H (-3.5072, -0.9580, -3.0803)
H (-1.7316, -0.9183, -3.0190)
H (-2.6308, -0.1330, -1.7643)
C (-0.0200, 6.8482, 0.8545)
C (-0.0100, 5.4226, 0.3615)
C (-1.1893, 4.7210, 0.1511)
C (-1.1983, 3.4252, -0.3626)
C (-2.5210, 2.7290, -0.5523)
C (0.0176, 2.7983, -0.6895)
Se (-0.0010, 1.0992, -1.5859)
C (1.2232, 3.4726, -0.4192)
C (2.5815, 2.8516, -0.6461)
C (1.1833, 4.7710, 0.0861)
H (-1.0382, 7.1926, 1.0398)
H (0.4302, 7.5169, 0.1173)
H (0.5476, 6.9583, 1.7824)
H (-2.1378, 5.1979, 0.3874)
H (-3.3482, 3.4113, -0.3469)
H (-2.6112, 1.8673, 0.1166)
H (-2.6141, 2.3477, -1.5698)
H (2.4942, 1.7827, -0.8285)
H (3.2231, 3.0193, 0.2229)
H (3.0785, 3.2933, -1.5148)
H (2.1241, 5.2863, 0.2720)

Calculated values
- E_LUMO: 0.12 eV
- Electronic energy: -149464.2386 eV
- HOMO: -6.37 eV
- Kohn-Sham gap: 6.4906 eV

In the Löwdin picture, each atom carries the following charge in e: 0.054 -0.059 -0.290 -0.024 -0.063 -0.138 -0.431 0.052 1.523 -0.427 -0.140 -0.062 -0.023 -0.274 -0.029 0.039 -0.429 -0.139 -0.063 -0.025 -0.290 -0.059 0.052 0.080 0.027 0.062 0.112 0.110 0.079 0.078 0.111 0.113 0.092 0.051 0.076 0.079 0.110 0.112 0.080 0.063 0.034 -0.061 -0.283 -0.026 -0.318 -0.096 -0.560 0.738 -0.309 -0.082 -0.030 0.069 0.077 0.075 0.108 0.071 0.067 0.051 0.004 0.078 0.085 0.119

Entry 2:
Density functional theory data (ωB97M-V/def2-TZVPD) for 2 unconnected molecules or ions with the total composition C27H29F2OSi.

Atoms and positions in Å:
C (5.9925, 4.4755, 0.4550)
C (4.7556, 3.6679, 0.3334)
C (3.5815, 4.2762, -0.1058)
F (3.6127, 5.6277, -0.3521)
C (2.3851, 3.6109, -0.2403)
C (2.2712, 2.2679, 0.2376)
C (1.0264, 1.5965, 0.4088)
C (-0.2253, 2.2970, 0.4476)
C (-0.2707, 3.6462, 0.9194)
C (-1.4441, 4.3595, 0.8950)
F (-1.4031, 5.6977, 1.1951)
C (-2.6674, 3.8120, 0.5208)
C (-3.8852, 4.6509, 0.5608)
C (-2.6480, 2.4877, 0.0644)
C (-1.4742, 1.7514, 0.0255)
C (3.4777, 1.6248, 0.6345)
C (4.6754, 2.3134, 0.6972)
H (6.8368, 3.8165, 0.6712)
H (6.1987, 5.0203, -0.4736)
H (5.9116, 5.2183, 1.2609)
H (1.5156, 4.1405, -0.6195)
H (1.1079, 0.5752, 0.7701)
H (0.6361, 4.1373, 1.2637)
H (-4.7660, 4.0257, 0.4015)
H (-3.9806, 5.1598, 1.5266)
H (-3.8611, 5.4256, -0.2162)
H (-3.5709, 2.0294, -0.2945)
H (-1.5117, 0.7520, -0.3998)
H (3.4077, 0.5864, 0.9605)
H (5.5706, 1.8097, 1.0647)
C (-4.0930, -3.3667, 1.6878)
Si (-3.1144, -3.0144, 0.1492)
C (-2.8963, -4.5843, -0.8266)
C (-3.8365, -1.6168, -0.8456)
O (-1.6225, -2.4393, 0.7264)
C (-0.3979, -2.3844, 0.1766)
C (0.2355, -1.2370, -0.2751)
C (1.4717, -1.5971, -1.0190)
C (1.4572, -3.1215, -0.9732)
C (2.2657, -4.0337, -1.6383)
C (1.9708, -5.4039, -1.5284)
C (0.9022, -5.8446, -0.7286)
C (0.1370, -4.9322, -0.0031)
C (0.3907, -3.5661, -0.1830)
H (-5.1410, -3.5742, 1.4332)
H (-3.6836, -4.2449, 2.2029)
H (-4.0600, -2.5139, 2.3766)
H (-3.8524, -4.8334, -1.3081)
H (-2.1332, -4.5001, -1.6089)
H (-2.6234, -5.4233, -0.1734)
H (-4.8416, -1.8943, -1.1950)
H (-3.9199, -0.7074, -0.2336)
H (-3.2211, -1.3818, -1.7247)
H (-0.2167, -0.2664, -0.2404)
H (1.4946, -1.2068, -2.0496)
H (2.3642, -1.1942, -0.5100)
H (3.1106, -3.6897, -2.2387)
H (2.5811, -6.1311, -2.0626)
H (0.6676, -6.9090, -0.6783)
H (-0.6504, -5.2474, 0.6789)

Calculated values
- E_LUMO: -5.81 eV
- Net charge: +1
- Electronic energy: -43823.8261 eV
- HOMO: -10.36 eV
- Kohn-Sham gap: 4.5484 eV

In the Löwdin picture, each atom carries the following charge in e: -0.005 -0.160 -0.179 0.077 0.079 -0.170 0.134 -0.154 0.063 -0.187 0.076 -0.174 -0.011 0.011 0.017 0.024 0.013 0.093 0.107 0.114 0.137 0.113 0.132 0.092 0.104 0.110 0.127 0.095 0.127 0.133 -0.154 0.442 -0.155 -0.156 -0.101 -0.247 -0.046 -0.124 -0.161 -0.024 -0.066 -0.066 -0.030 -0.120 0.042 0.041 0.039 0.045 0.044 0.033 0.042 0.023 0.039 0.035 0.134 0.109 0.116 0.105 0.110 0.109

Entry 3:
Density functional theory data (ωB97M-V/def2-TZVPD) for a molecular structure, C27H29GaNOP2SSe2Te2.

Atoms and positions in Å:
Ga (0.1719, 0.4422, 0.8683)
C (3.2390, -2.6107, -1.5782)
N (2.1644, -1.7386, -1.0653)
P (2.4502, -0.1167, -0.7083)
C (4.0859, -0.0792, 0.0797)
C (4.1953, -0.7557, 1.2979)
C (5.3988, -0.7818, 1.9826)
C (6.5036, -0.1170, 1.4627)
C (6.4008, 0.5637, 0.2593)
C (5.1953, 0.5851, -0.4332)
C (2.6662, 0.7514, -2.2857)
C (2.6178, 0.1185, -3.5247)
C (2.7475, 0.8588, -4.6941)
C (2.9263, 2.2327, -4.6369)
C (2.9694, 2.8750, -3.4055)
C (2.8297, 2.1385, -2.2395)
P (0.7608, -2.3569, -0.2647)
C (1.2555, -4.0229, 0.2552)
C (1.2623, -5.1354, -0.5875)
C (1.6948, -6.3654, -0.1172)
C (2.1254, -6.4971, 1.1984)
C (2.1173, -5.4002, 2.0462)
C (1.6777, -4.1694, 1.5756)
C (-0.4655, -2.6480, -1.5803)
C (-0.4589, -1.8889, -2.7456)
C (-1.4887, -2.0100, -3.6735)
C (-2.5366, -2.8859, -3.4398)
C (-2.5579, -3.6389, -2.2706)
C (-1.5346, -3.5164, -1.3451)
H (4.0292, -2.0062, -2.0203)
H (2.8520, -3.2812, -2.3470)
H (3.6764, -3.2115, -0.7802)
H (3.3361, -1.2816, 1.7033)
H (5.4777, -1.3176, 2.9196)
H (7.4446, -0.1325, 1.9972)
H (7.2632, 1.0746, -0.1490)
H (5.1308, 1.1067, -1.3799)
H (2.4642, -0.9497, -3.5850)
H (2.7079, 0.3574, -5.6526)
H (3.0291, 2.8038, -5.5505)
H (3.1107, 3.9474, -3.3565)
H (2.8669, 2.6425, -1.2814)
H (0.9246, -5.0413, -1.6133)
H (1.6957, -7.2243, -0.7759)
H (2.4617, -7.4595, 1.5623)
H (2.4415, -5.5038, 3.0734)
H (1.6532, -3.3152, 2.2432)
H (0.3555, -1.1988, -2.9401)
H (-1.4684, -1.4166, -4.5790)
H (-3.3356, -2.9842, -4.1631)
H (-3.3726, -4.3271, -2.0845)
H (-1.5640, -4.1065, -0.4356)
Se (-2.9127, 1.2912, 0.3103)
Te (-5.4497, 1.1108, -0.0547)
Te (-4.8301, -1.5066, -0.5664)
Se (-2.8355, -0.9841, 0.9608)
C (0.3125, 4.9004, 1.3559)
S (0.5722, 3.9601, -0.1247)
C (-0.9588, 4.3138, -0.9470)
O (0.4681, 2.5142, 0.3178)
H (-0.5596, 4.4907, 1.8657)
H (0.1597, 5.9445, 1.0826)
H (1.2054, 4.8020, 1.9691)
H (-1.7815, 4.1560, -0.2509)
H (-1.0272, 3.6306, -1.7920)
H (-0.9274, 5.3450, -1.2991)

Calculated values
- E_LUMO: -3.55 eV
- Net charge: +1
- Electronic energy: -259070.3363 eV
- HOMO: -9.47 eV
- Kohn-Sham gap: 5.9162 eV

In the Löwdin picture, each atom carries the following charge in e: 0.586 -0.118 -0.518 0.890 -0.348 -0.101 -0.069 -0.070 -0.066 -0.075 -0.354 -0.091 -0.063 -0.070 -0.071 -0.131 0.916 -0.381 -0.095 -0.064 -0.068 -0.072 -0.104 -0.384 -0.080 -0.066 -0.096 -0.142 -0.146 0.080 0.085 0.083 0.092 0.109 0.110 0.110 0.101 0.089 0.111 0.110 0.109 0.083 0.110 0.110 0.110 0.108 0.095 0.074 0.109 0.110 0.105 0.112 -0.248 0.266 0.295 -0.190 -0.234 0.872 -0.247 -0.767 0.073 0.070 0.065 0.041 0.067 0.070

Which value of electronic energy does entry 1 give?
-149464.2386 eV

Which of these has the highest Kohn-Sham gap?
C27H29CuN3SbSe